Below is 3 unconnected molecules or ions with the total composition C5H9ClO, with properties calculated with ωB97M-V/def2-TZVPD.

Structure (ORCA input):
```
! RIJCOSX wB97M-V def2-TZVPD def2/J DEFGRID3
* xyz 0 1
C 0.63226 3.25039 -1.55051
C 0.56862 0.00906 -1.27791
C 0.53989 0.75481 1.10530
C -0.68662 -1.32321 0.28058
C 0.06892 -0.25907 0.07657
O 1.64199 3.67529 -1.80224
Cl -3.40026 0.12805 -0.20381
H 1.62746 -0.08074 -1.52698
H 0.39698 1.17288 -1.55357
H 0.07709 -0.81528 -1.95702
H 0.13923 1.78753 0.83991
H 1.53640 0.67998 1.36283
H 0.17771 0.63022 2.16839
H -2.25140 0.04571 -0.79076
H -1.00934 -2.02000 -0.42372
H -1.12924 -1.73072 1.28763
*
```

Output
HOMO level = -9.47 eV
Electronic energy = -731.268691 Eh
Molecular weight = 120.58 g mol⁻¹
ΔE to the lowest compared entry with this formula, charge and spin = 54.72 kcal per mole
Lowest unoccupied orbital energy = 0.03296 hartree

Below is 2 unconnected molecules or ions with the total composition C5H9ClO2, with properties calculated with ωB97M-V/def2-TZVPD.

Structure (ORCA input):
```
! RIJCOSX wB97M-V def2-TZVPD def2/J DEFGRID3
* xyz 0 1
C 0.64505 -1.78403 0.94003
C -0.05945 -0.27641 1.14089
C -0.17540 0.63201 0.01818
C -0.91812 0.28028 -1.12241
C 0.71229 1.71279 -0.17697
H 1.45120 -1.31903 0.16358
H 1.14908 -2.06625 1.93493
H -0.20167 -2.65001 0.63745
H 0.44372 0.38442 1.93276
H -2.08871 0.33290 -0.72055
H -0.60127 1.26381 -1.62265
H -0.46905 -0.67744 -2.99236
H 1.64614 1.65891 0.42821
H 0.80040 2.09002 -1.25265
O -0.18984 -0.78628 -1.64060
O -0.53374 1.84916 0.38479
Cl -1.61062 -0.64486 1.94738
*
```

Output
HOMO level = -10.16 eV
Electronic energy = -806.342059 Eh
Molecular weight = 136.58 g mol⁻¹
ΔE to the lowest compared entry with this formula, charge and spin = 164.24 kcal per mole
Lowest unoccupied orbital energy = -0.01096 hartree

Below is a single C5H9ClO2Si molecule, with properties calculated with ωB97M-V/def2-TZVPD.

Structure (ORCA input):
```
! RIJCOSX wB97M-V def2-TZVPD def2/J DEFGRID3
* xyz 0 1
C -1.15796 -3.24219 -0.78890
C -0.99935 -2.01192 -0.36548
C -0.50015 -0.82639 -0.21095
O -0.81545 0.01672 0.69812
C 0.30157 0.45524 1.52241
C 1.57772 -0.43070 1.18221
O 0.10909 -0.15683 -1.26116
Si -0.15240 1.27079 -1.96787
Cl -2.10468 1.33397 -2.39371
H -2.21088 -3.60903 -1.00186
H -0.43090 -3.97094 -0.57301
H 0.40845 1.50644 1.19923
H 0.01627 0.21084 2.51950
H 1.27072 -1.42587 1.59388
H 1.81844 -0.54589 0.11977
H 2.43389 -0.08178 1.73673
H 0.72320 1.04315 -3.04528
H -0.14544 2.61784 -1.27588
*
```

Output
HOMO level = -8.90 eV
Electronic energy = -1096.030238 Eh
SMILES string = C=C=C(OCC)O[SiH2]Cl
Molecular weight = 164.66 g mol⁻¹
ΔE to the lowest compared entry with this formula, charge and spin = 6.43 kcal per mole
Lowest unoccupied orbital energy = 0.02956 hartree

Below is a molecular structure, C5H9F, with properties calculated with ωB97M-V/def2-TZVPD.

Structure (ORCA input):
```
! RIJCOSX wB97M-V def2-TZVPD def2/J DEFGRID3
* xyz 0 1
C -0.58229 -0.77135 -1.28702
C -0.07119 -0.11536 0.01805
C 1.32063 -0.70426 0.54260
C 0.01785 1.44902 -0.03165
C -0.95466 0.70737 0.86090
H -1.29713 -0.29162 -1.93542
H 0.25005 -0.84950 -2.02037
H -1.26111 -1.68222 -0.95293
H 1.87263 -1.30738 -0.41962
H 2.14908 -0.03924 1.33595
H 1.22392 -1.70841 1.44404
H 0.70016 1.95036 0.53467
H -0.55113 2.11574 -0.90587
H -1.92019 0.38334 0.48957
F -0.89663 0.86352 2.32711
*
```

Output
HOMO level = -9.89 eV
Electronic energy = -295.604024 Eh
Molecular weight = 88.12 g mol⁻¹
ΔE to the lowest compared entry with this formula, charge and spin = 97.95 kcal per mole
Lowest unoccupied orbital energy = 0.03225 hartree

Below is a gas-phase ion, C5H9F3N (charge +1), with properties calculated with ωB97M-V/def2-TZVPD.

Structure (ORCA input):
```
! RIJCOSX wB97M-V def2-TZVPD def2/J DEFGRID3
* xyz 1 1
C 1.26000 1.64908 -0.41276
C 1.08655 0.43412 0.37849
N 0.17311 -0.45323 0.23473
C 0.02293 -1.59146 1.11416
C -0.79708 -0.31886 -0.83059
C 2.32755 0.13721 1.49133
F 3.13277 1.17456 1.53887
F 1.82407 -0.08685 2.69459
F 2.99510 -0.93319 1.08436
H 0.31748 2.05257 -0.77397
H 1.78852 2.41281 0.15795
H 1.89368 1.43415 -1.28151
H 0.96281 -2.12833 1.24600
H -0.71179 -2.28097 0.70795
H -0.31788 -1.26891 2.10051
H -1.58707 0.38015 -0.54916
H -1.25649 -1.28257 -1.03646
H -0.32161 0.03787 -1.74352
*
```

Output
HOMO level = -16.61 eV
Electronic energy = -550.003204 Eh
SMILES string = CC(=[N+](C)C)C(F)(F)F
Molecular weight = 140.13 g mol⁻¹
ΔE to the lowest compared entry with this formula, charge and spin = 14.80 kcal per mole
Lowest unoccupied orbital energy = -0.18060 hartree

Below is 2 unconnected molecules or ions with the total composition C5H9F3Si, with properties calculated with ωB97M-V/def2-TZVPD.

Structure (ORCA input):
```
! RIJCOSX wB97M-V def2-TZVPD def2/J DEFGRID3
* xyz 0 1
C 1.79937 -0.15285 1.84137
C 0.67975 0.47128 1.69970
C -1.87872 0.97230 -0.35173
C 0.44681 -0.92346 -1.02085
C -3.80226 3.17949 -1.59666
F -2.79904 3.64592 -2.21472
F -1.48118 -1.25096 1.24073
F -4.63842 2.76030 -2.50971
Si -0.57218 -0.19822 0.37666
H 2.42291 0.26497 2.56701
H 2.08555 -0.89855 1.18478
H 0.34954 1.25400 2.52985
H -2.38539 0.49435 -1.33843
H -2.68399 1.12535 0.39281
H -1.46120 1.92984 -0.67172
H 1.05063 -0.15833 -1.44782
H 1.07703 -1.81342 -0.63752
H -0.45295 -1.31999 -1.74094
*
```

Output
HOMO level = -10.34 eV
Electronic energy = -784.947270 Eh
Molecular weight = 154.21 g mol⁻¹
ΔE to the lowest compared entry with this formula, charge and spin = 0.00 kcal per mole
Lowest unoccupied orbital energy = 0.01105 hartree

Below is a molecular structure, C5H9FN4, with properties calculated with ωB97M-V/def2-TZVPD.

Structure (ORCA input):
```
! RIJCOSX wB97M-V def2-TZVPD def2/J DEFGRID3
* xyz 0 1
C 2.11549 0.56859 -2.14200
C 1.64015 0.46662 -0.79627
C 0.44611 -0.17472 -0.76987
C -1.32283 0.67655 0.73865
C -1.28514 -1.58248 -0.14616
N 1.41476 -0.02059 -3.05624
N 0.31490 -0.48857 -2.65282
N 2.42138 0.97793 0.26292
N -0.62713 -0.31330 -0.03360
F -0.05817 -1.65426 -3.35413
H 2.99038 1.14911 -2.26728
H -1.19920 0.39425 1.75856
H -1.00589 1.74716 0.63952
H -2.29981 0.64084 0.39631
H -1.24347 -2.38154 0.66003
H -2.31040 -1.46014 -0.47920
H -0.77697 -2.13414 -0.98361
H 3.23125 1.51581 -0.29039
H 1.95896 1.49193 1.03261
*
```

Output
HOMO level = -8.03 eV
Electronic energy = -514.603505 Eh
Molecular weight = 144.15 g mol⁻¹
ΔE to the lowest compared entry with this formula, charge and spin = 68.19 kcal per mole
Lowest unoccupied orbital energy = 0.02217 hartree

Question: Which formula does entry 2 have?
Answer: C5H9ClO2

Question: Number 2 is which compound?
Answer: C5H9ClO2